Entry from OMol25: one molecule with the formula C5H11N at a distorted geometry (ωB97M-V with the def2-TZVPD basis set).

Output
HOMO-LUMO gap: 10.33 eV
structure (SMILES): C[C@H]1CC[C@@H]1N
net charge: 0
calculated total energy: -6852.718 eV
LUMO level: 1.305 eV
ΔE to the lowest compared entry with this formula, charge and spin: 18.7 kcal per mole
spin multiplicity: 1

CARTESIAN COORDINATES (ANGSTROEM)
C  -0.75999  1.82532  0.46873
C  -0.33500  0.33831  0.49167
C  -1.27648  -0.66463  -0.25441
C  -0.00419  -1.45528  -0.66766
C  0.81287  -0.16581  -0.39085
N  2.11996  -0.14669  0.24237
H  -0.00900  2.48556  0.92575
H  -0.94043  2.11950  -0.58687
H  -1.76916  1.90870  1.01018
H  -0.21919  -0.05906  1.55736
H  -2.07564  -1.15100  0.35418
H  -1.66714  -0.19955  -1.12504
H  0.08022  -1.86799  -1.66877
H  0.28600  -2.20261  0.06727
H  0.88523  0.44992  -1.29844
H  2.03126  -0.56583  1.18364
H  2.84070  -0.64888  -0.30912

***

Entry from OMol25: C41H35F3IN3O2PdSbSe as an isolated structure at a distorted geometry (ωB97M-V with the def2-TZVPD basis set).

Output
HOMO-LUMO gap: 5.81 eV
net charge: -1
calculated total energy: -143268.581 eV
LUMO level: 2.418 eV
ΔE to the lowest compared entry with this formula, charge and spin: 8.7 kcal per mole
spin multiplicity: 1

CARTESIAN COORDINATES (ANGSTROEM)
Pd  -0.13130  0.80111  0.33870
I  -2.95696  1.24733  -0.05565
C  -2.84825  1.05914  2.06138
C  -3.94288  0.55560  2.69951
C  -4.00695  0.61374  4.10502
C  -3.03140  1.26714  4.79822
C  -1.90615  1.81419  4.13552
C  -0.94714  2.57623  4.84348
C  0.11660  3.11126  4.17394
C  0.33588  2.80370  2.81435
C  -0.50786  2.01053  2.06727
C  -1.72487  1.61440  2.73043
H  -4.76502  0.13438  2.13796
H  -4.85567  0.17658  4.61605
H  -3.10724  1.39623  5.87320
H  -1.09798  2.73870  5.90584
H  0.82152  3.74738  4.70003
H  1.22551  3.21106  2.35055
C  3.24635  2.19008  1.75344
N  2.38304  2.30519  0.60225
C  1.85682  1.16899  -0.06069
Se  2.72771  -0.52176  0.20335
N  1.68806  1.58189  -1.41361
C  2.03720  2.91484  -1.54447
C  2.00518  3.75970  -2.63625
C  2.38778  5.08761  -2.44019
C  2.77367  5.54452  -1.18933
C  2.81529  4.68696  -0.08922
C  2.44977  3.36730  -0.28113
H  2.81374  1.47814  2.45209
H  3.34104  3.16169  2.23829
H  4.23387  1.82368  1.45702
H  1.83058  0.91652  -2.15379
H  1.70193  3.40576  -3.61355
H  2.37469  5.77485  -3.27709
H  3.04792  6.58377  -1.05841
H  3.12602  5.05131  0.88151
O  -1.91259  -2.38078  3.50689
C  -1.11618  -1.83434  2.59186
O  -1.41088  -1.79520  1.42148
C  0.20889  -1.32117  3.15899
N  0.10391  -1.11133  4.61891
C  1.25143  -1.75275  5.28672
C  2.23315  -2.08677  4.16866
C  1.29823  -2.39582  3.00256
H  0.50521  -0.41868  2.59851
H  -1.50548  -2.09964  4.36080
H  0.04350  -0.12557  4.83265
H  0.91692  -2.67834  5.76894
H  1.66983  -1.10563  6.05873
H  2.89533  -2.91625  4.41991
H  2.84221  -1.21352  3.92123
H  0.87162  -3.39994  3.09873
H  1.79022  -2.30921  2.03802
F  -4.80075  -5.27087  -3.03245
C  -3.82441  -4.41215  -2.65319
C  -4.12067  -3.42230  -1.73934
C  -3.11491  -2.54345  -1.36181
C  -1.83704  -2.64414  -1.90290
C  -1.57074  -3.66696  -2.80955
C  -2.56470  -4.55926  -3.19357
Sb  -0.35950  -1.13801  -1.43050
C  1.17189  -1.98329  -2.72047
C  1.55778  -1.43183  -3.93592
C  2.53148  -2.03733  -4.72282
C  3.11114  -3.20355  -4.27233
F  4.04208  -3.81167  -5.04515
C  2.77719  -3.76784  -3.05704
C  1.81296  -3.14151  -2.28317
C  -1.13302  0.10827  -3.07236
C  -1.14815  1.49838  -2.98271
C  -1.58312  2.28663  -4.04359
C  -2.01215  1.66124  -5.19458
F  -2.42407  2.41659  -6.24165
C  -2.04112  0.28718  -5.31539
C  -1.60003  -0.48154  -4.24714
H  -5.12216  -3.34117  -1.33698
H  -3.33453  -1.77381  -0.63271
H  -0.58168  -3.77110  -3.23265
H  -2.37012  -5.34884  -3.90815
H  1.10012  -0.51641  -4.29241
H  2.83965  -1.61381  -5.66995
H  3.27682  -4.66925  -2.72639
H  1.56460  -3.55383  -1.31087
H  -0.82790  1.99138  -2.07534
H  -1.59036  3.36731  -3.97709
H  -2.40228  -0.16647  -6.22993
H  -1.61815  -1.56140  -4.32949

***

Entry from OMol25: an isolated ion of composition C5H10N3 and charge +1 at a distorted geometry (ωB97M-V with the def2-TZVPD basis set).

Output
HOMO-LUMO gap (spin up / spin down): 8.45 / 7.02 eV
net charge: +1
calculated total energy: -9801.882 eV
LUMO level (spin up / spin down): -3.729 / -6.835 eV
expectation value of S²: 2.01
ΔE to the lowest compared entry with this formula, charge and spin: 133.9 kcal per mole
spin multiplicity: 3

CARTESIAN COORDINATES (ANGSTROEM)
C  2.02231  0.98161  -0.42332
C  2.56792  -0.02809  0.17820
C  0.20336  0.45302  0.68633
C  -1.91598  0.06631  -0.72654
C  -1.34762  0.57926  0.53007
N  0.89589  1.53135  -0.06336
N  0.46406  -0.91131  -0.04642
N  1.87708  -1.30614  -0.00070
H  0.61634  0.24939  1.75358
H  -3.00674  0.13657  -0.63465
H  -1.83851  -0.98360  -1.06247
H  -1.69057  0.58267  -1.67834
H  -1.78623  -0.04925  1.30594
H  -1.59546  1.61581  0.74399
H  0.41734  2.33153  -0.35899
H  -0.28550  -1.58351  0.03589
H  2.18056  -1.62583  -0.98428
H  2.22176  -2.03981  0.74507

***

Entry from OMol25: a 9-piece molecular cluster, C10H38N8O9 overall at a distorted geometry (ωB97M-V with the def2-TZVPD basis set).

Output
HOMO-LUMO gap: 8.27 eV
structure (SMILES): NC(N)=O.NC(N)=O.NC(N)=O.NC(N)=O.CCO.CO.CO.CO.CO
net charge: 0
calculated total energy: -41328.644 eV
LUMO level: -0.106 eV
ΔE to the lowest compared entry with this formula, charge and spin: 178.6 kcal per mole
spin multiplicity: 1

CARTESIAN COORDINATES (ANGSTROEM)
N  -4.63114  19.79277  -2.27061
C  -5.32333  20.83153  -2.66950
N  -5.47710  21.74387  -1.76968
O  -5.74032  21.00573  -3.97150
H  -4.69729  18.82772  -2.71070
H  -4.24948  19.80721  -1.30586
H  -6.06087  22.51444  -2.15851
H  -5.85325  21.44781  -0.85700
N  1.23658  15.88062  -5.66911
C  0.10205  15.67736  -5.07760
N  -0.68237  16.40667  -5.76911
O  -0.27686  14.70975  -4.12128
H  1.60827  14.87885  -5.71019
H  2.03634  16.11898  -4.96993
H  -1.62529  15.93249  -5.68878
H  -0.94031  17.30031  -5.23430
N  -1.66314  12.75392  -2.50893
C  -1.56145  11.54071  -2.90249
N  -1.04954  11.44186  -4.05501
O  -1.98401  10.47456  -2.14570
H  -1.78863  12.81020  -1.53828
H  -1.46962  13.57125  -3.01341
H  -0.91984  10.50880  -4.39002
H  -0.66063  12.18111  -4.62259
N  -1.00749  19.23106  0.03747
C  -2.28472  19.04623  0.09601
N  -2.59875  17.79341  0.30825
O  -3.16140  20.14829  0.00361
H  -0.76723  20.22550  -0.30093
H  -0.37706  18.42302  -0.09521
H  -3.64407  17.50400  0.34677
H  -1.92382  17.06329  0.36315
C  -4.02126  13.03121  -4.73948
C  -3.24359  13.88521  -5.80398
O  -3.11742  15.22634  -5.51526
H  -3.74599  12.03677  -4.85648
H  -5.09597  13.18106  -4.80161
H  -3.80769  13.30805  -3.75374
H  -3.83639  13.88901  -6.74615
H  -2.30949  13.39638  -5.96833
H  -3.99284  15.58107  -5.77450
C  -2.97368  16.83064  -2.69637
O  -4.28642  17.13015  -3.06971
H  -2.95792  15.97543  -2.05588
H  -2.39266  17.69832  -2.39545
H  -2.56230  16.54648  -3.67320
H  -4.75636  16.27129  -3.33855
C  0.22149  18.67248  -3.46203
O  -0.77518  18.63866  -4.42780
H  0.94172  19.45874  -3.73684
H  0.75507  17.76809  -3.52155
H  -0.26576  18.74877  -2.53872
H  -1.50008  19.17126  -4.13658
C  -7.27156  15.98274  -3.12645
O  -6.37607  15.09921  -3.83330
H  -7.97283  16.36516  -3.87938
H  -6.80559  16.72398  -2.52548
H  -7.80574  15.47058  -2.31878
H  -6.99008  14.40221  -4.12439
C  -5.06622  14.67641  -0.67333
O  -4.42142  14.81952  0.56539
H  -5.20335  15.69090  -1.08199
H  -5.98275  14.17255  -0.59184
H  -4.45102  14.04408  -1.29587
H  -4.83489  15.53471  0.99974

***

Entry from OMol25: C4H6O2 as an isolated structure (ωB97M-V with the def2-TZVPD basis set).

Output
HOMO-LUMO gap: 7.98 eV
net charge: 0
calculated total energy: -8335.099 eV
LUMO level: 0.127 eV
ΔE to the lowest compared entry with this formula, charge and spin: 123.6 kcal per mole
spin multiplicity: 1

CARTESIAN COORDINATES (ANGSTROEM)
O  1.65036  -0.94987  -0.90692
C  0.54470  -0.47842  -0.34268
C  0.29049  -0.20375  1.11559
C  -0.88352  0.78205  0.58333
O  -0.51157  2.01170  0.35922
C  -0.58785  0.21071  -0.81840
H  1.68817  -0.69057  -1.84132
H  -0.62426  -1.09529  -0.69545
H  0.10555  -1.07054  1.75751
H  1.08998  0.42509  1.50734
H  -1.87353  0.55734  1.02757
H  -0.87319  0.55266  -1.80930

***

Entry from OMol25: one molecule with the formula C6H5FN2O2 at a distorted geometry (ωB97M-V with the def2-TZVPD basis set).

Output
HOMO-LUMO gap: 11.78 eV
structure (SMILES): COC(=O)[C@@H](F)C(C#N)C#N
net charge: 0
calculated total energy: -16093.742 eV
LUMO level: 0.166 eV
ΔE to the lowest compared entry with this formula, charge and spin: 0.1 kcal per mole
spin multiplicity: 1

CARTESIAN COORDINATES (ANGSTROEM)
C  -2.51482  0.04358  -0.71916
O  -1.35887  0.27939  -0.05045
C  -0.81525  -0.79716  0.47444
O  -1.35010  -1.85901  0.65023
C  0.63686  -0.51479  0.99462
F  1.29914  -1.72236  1.01510
C  1.44992  0.63148  0.15192
C  1.44942  0.46928  -1.29736
N  1.53199  0.42464  -2.42385
C  2.82282  0.85025  0.63993
N  3.92295  1.04388  0.91681
H  -3.32777  0.67129  -0.39171
H  -2.69404  -1.03362  -0.56095
H  -2.34029  0.21588  -1.77421
H  0.51743  -0.22721  2.10417
H  0.77060  1.52447  0.27047